A structure of composition C2H3Cl2O2P in a non-equilibrium geometry. Source: the Open Molecules 2025 dataset; level of theory: wB97M-V/def2-TZVPD.

Summary:
Net charge   0

```
10
C2H3Cl2O2P | the Open Molecules 2025 dataset | wB97M-V/def2-TZVPD
C 1.682 0.560 -0.275
C 0.429 1.013 -0.265
O -2.536 -1.683 -0.240
O -0.593 -1.075 1.041
P -2.049 -0.474 0.426
Cl -0.647 0.564 -1.544
Cl -0.241 2.140 0.804
H 1.918 0.078 -1.189
H -0.381 -1.851 0.593
H 2.418 0.728 0.649
```

A structure of composition C5H9N2O in a non-equilibrium geometry. Source: the Open Molecules 2025 dataset; level of theory: wB97M-V/def2-TZVPD.

Summary:
Net charge   +1

```
17
C5H9N2O | the Open Molecules 2025 dataset | wB97M-V/def2-TZVPD
C -0.280 -0.601 0.112
C 1.122 0.726 -1.031
C 1.884 1.920 -1.365
C -1.760 -0.259 1.973
C -1.217 -1.268 0.931
N 0.352 0.459 0.040
N 0.584 -1.436 -1.291
O 1.304 -0.389 -1.792
H 2.754 1.796 -1.929
H 2.071 2.644 -0.426
H 1.144 2.426 -1.936
H -2.329 0.552 1.409
H -1.023 0.336 2.589
H -2.386 -0.704 2.787
H -1.995 -1.873 0.517
H -0.719 -2.093 1.397
H 0.494 -2.236 -1.983
```

Values for relative energy (zero: lowest compared OMol25 entry of this formula, charge and spin), kJ/mol, ordered as above
196.2, 488.7
Values for E_tot, eV, ordered as above
-40550.56644, -10347.55563